# 1
{"formula": "C11H18HgN3O6P", "method": "ωB97M-V/def2-TZVPD", "species": ["O", "C", "Hg", "O", "C", "C", "O", "C", "O", "C", "O", "C", "N", "C", "P", "O", "N", "C", "C", "N", "C", "C", "H", "H", "H", "H", "H", "H", "H", "H", "H", "H", "H", "H", "H", "H", "H", "H", "H", "H"], "xyz": [[6.402, -0.772, -2.459], [5.389, -0.746, -1.948], [2.847, -0.018, -1.293], [1.395, -2.820, -3.542], [2.041, -2.193, -2.848], [3.986, 1.172, 0.940], [4.040, 1.868, 1.830], [2.494, 1.732, -2.636], [2.180, 2.627, -3.288], [3.458, -2.326, 0.436], [3.400, -3.149, 1.216], [-0.693, 2.399, -0.984], [-1.002, 1.713, 0.276], [-1.580, 2.560, 1.308], [-0.672, 0.097, 0.339], [0.756, -0.203, 0.002], [-1.057, -0.605, 1.812], [-0.712, -2.042, 1.938], [-0.842, 0.078, 3.089], [-1.666, -0.541, -0.859], [-3.041, -0.086, -0.974], [-1.440, -1.849, -1.466], [-0.127, 3.328, -0.786], [-1.641, 2.642, -1.499], [-0.104, 1.747, -1.653], [-2.622, 2.269, 1.536], [-1.000, 2.559, 2.245], [-1.572, 3.594, 0.927], [0.379, -2.186, 2.065], [-1.225, -2.422, 2.836], [-1.039, -2.634, 1.066], [0.163, 0.533, 3.155], [-1.608, 0.837, 3.271], [-0.937, -0.680, 3.873], [-3.447, -0.401, -1.949], [-3.663, -0.493, -0.162], [-3.072, 1.008, -0.909], [-1.839, -1.849, -2.495], [-0.371, -2.102, -1.508], [-1.956, -2.647, -0.902]], "relative_energy_ev": 0.000, "lumo_energy_ev": -9.309, "charge": 2, "e_homo_ev": -14.54}

---

# 2
{"formula": "C3H7NO2", "method": "ωB97M-V/def2-TZVPD", "species": ["N", "C", "O", "O", "H", "H", "H", "C", "C", "H", "H", "H", "H"], "xyz": [[0.907, 0.921, -0.213], [-0.246, 0.890, -0.973], [-1.322, 0.569, -0.556], [-0.081, 1.293, -2.258], [1.775, 0.687, -0.673], [0.789, 0.446, 0.669], [0.776, 1.724, -2.353], [0.098, -2.319, 1.547], [0.292, -1.491, 2.559], [-0.419, -2.042, 0.641], [0.543, -3.307, 1.588], [-0.196, -0.519, 2.595], [0.845, -1.820, 3.433]], "relative_energy_ev": 1.172, "lumo_energy_ev": 0.514, "charge": 0, "e_homo_ev": -10.42}

---

# 3
{"formula": "C13H8F7NOS", "method": "ωB97M-V/def2-TZVPD", "species": ["C", "C", "N", "C", "C", "C", "C", "F", "C", "C", "C", "O", "C", "S", "C", "F", "F", "C", "F", "C", "F", "F", "F", "H", "H", "H", "H", "H", "H", "H", "H"], "xyz": [[-0.722, 2.517, -1.792], [-1.094, 1.368, -0.917], [-1.934, 0.460, -1.467], [-2.362, -0.667, -0.809], [-3.173, -1.603, -1.455], [-3.606, -2.724, -0.783], [-3.228, -2.907, 0.544], [-3.661, -4.007, 1.186], [-2.434, -2.000, 1.205], [-1.991, -0.865, 0.527], [-1.134, 0.114, 1.227], [-0.872, 0.038, 2.411], [-0.646, 1.180, 0.358], [0.493, 2.321, 1.108], [2.088, 1.803, 0.339], [3.048, 2.570, 0.894], [2.111, 2.119, -0.984], [2.501, 0.316, 0.498], [1.756, -0.318, 1.435], [2.391, -0.488, -0.812], [3.318, -0.110, -1.693], [1.203, -0.373, -1.413], [2.581, -1.785, -0.575], [-0.316, 3.333, -1.202], [-1.596, 2.871, -2.336], [0.033, 2.209, -2.514], [-2.223, 0.589, -2.428], [-3.456, -1.445, -2.485], [-4.230, -3.459, -1.265], [-2.143, -2.143, 2.234], [3.551, 0.276, 0.825]], "relative_energy_ev": 0.000, "lumo_energy_ev": 0.177, "charge": 0, "e_homo_ev": -8.63}

---

# 4
{"formula": "C17H32FNO4", "method": "ωB97M-V/def2-TZVPD", "species": ["C", "C", "C", "C", "C", "C", "C", "N", "C", "O", "C", "F", "C", "C", "C", "C", "C", "O", "C", "C", "O", "H", "H", "H", "H", "H", "H", "H", "H", "H", "H", "H", "H", "H", "H", "H", "H", "H", "H", "H", "H", "H", "H", "H", "H", "H", "H", "H", "H", "C", "O", "H", "H", "H", "H"], "xyz": [[6.554, 1.012, 1.108], [5.149, 0.431, 1.326], [4.413, 0.086, 0.006], [3.457, -1.076, 0.244], [2.344, -1.254, -0.804], [1.009, -1.672, -0.147], [0.105, -0.471, 0.017], [-0.620, -0.021, -1.179], [-1.661, 0.823, -0.750], [-2.505, 1.323, -1.469], [-1.496, 0.934, 0.785], [-2.598, 1.371, 1.467], [-0.978, -0.462, 1.116], [-2.007, -1.577, 0.920], [-3.307, -1.422, 1.728], [-4.446, -0.753, 0.951], [-5.328, 0.111, 1.841], [-6.173, 0.956, 1.066], [-5.614, 2.144, 0.692], [-5.934, 2.536, -0.725], [-4.950, 2.829, 1.439], [7.239, 0.698, 1.890], [6.532, 2.099, 1.125], [6.937, 0.693, 0.143], [4.532, 1.159, 1.849], [5.215, -0.483, 1.911], [3.876, 0.966, -0.343], [5.170, -0.169, -0.731], [4.033, -1.998, 0.324], [2.985, -0.928, 1.217], [2.624, -1.941, -1.597], [2.207, -0.284, -1.281], [0.526, -2.421, -0.777], [1.202, -2.109, 0.828], [0.757, 0.362, 0.302], [-0.973, -0.763, -1.765], [-0.723, 1.700, 0.904], [-0.642, -0.514, 2.151], [-1.532, -2.514, 1.208], [-2.280, -1.681, -0.130], [-3.094, -0.869, 2.643], [-3.643, -2.404, 2.056], [-4.082, -0.194, 0.091], [-5.086, -1.540, 0.552], [-4.754, 0.667, 2.578], [-5.992, -0.550, 2.396], [-6.343, 3.542, -0.699], [-5.017, 2.551, -1.305], [-6.644, 1.845, -1.163], [3.565, -0.476, -4.121], [4.104, 0.613, -3.382], [4.156, -1.357, -3.884], [2.524, -0.656, -3.838], [3.620, -0.287, -5.196], [3.589, 1.397, -3.586]], "lumo_energy_ev": 0.630, "charge": 0, "e_homo_ev": -9.91}

---

# 5
{"formula": "C25H30BeN3O9", "method": "ωB97M-V/def2-TZVPD", "species": ["O", "C", "C", "H", "H", "C", "H", "H", "C", "H", "H", "H", "C", "H", "H", "H", "Be", "C", "C", "C", "H", "C", "C", "H", "H", "H", "H", "C", "C", "C", "H", "C", "C", "H", "H", "H", "H", "O", "C", "C", "H", "H", "C", "H", "H", "C", "H", "H", "H", "H", "O", "N", "O", "C", "C", "C", "C", "O", "C", "C", "N", "O", "O", "N", "O", "O", "H", "H"], "xyz": [[0.729, -1.358, -3.177], [1.134, -0.138, -3.889], [1.058, -0.695, -5.293], [2.128, 0.206, -3.586], [0.388, 0.646, -3.759], [0.632, -1.977, -4.512], [2.016, -0.712, -5.830], [0.248, -0.239, -5.877], [1.604, -3.127, -4.685], [2.633, -2.829, -4.443], [1.580, -3.469, -5.728], [1.289, -3.960, -4.045], [-0.772, -2.369, -4.907], [-1.484, -1.562, -4.720], [-1.085, -3.259, -4.361], [-0.779, -2.598, -5.979], [0.645, -1.548, 1.372], [-3.010, -0.846, 2.554], [-2.469, 0.464, 2.705], [-2.581, 1.140, 1.460], [-2.093, 0.898, 3.627], [-3.233, 0.262, 0.540], [-3.487, -0.969, 1.215], [-3.965, -1.848, 0.786], [-3.090, -1.605, 3.322], [-2.230, 2.151, 1.249], [-3.506, 0.488, -0.491], [1.397, -3.311, 0.820], [0.069, -3.097, 0.339], [0.053, -1.879, -0.398], [-0.774, -3.786, 0.437], [1.365, -1.321, -0.345], [2.182, -2.185, 0.461], [3.228, -2.013, 0.728], [1.753, -4.212, 1.323], [-0.832, -1.439, -0.864], [1.683, -0.396, -0.814], [0.261, 1.838, -2.304], [-1.093, 1.451, -1.944], [-1.910, 2.739, -1.801], [-1.070, 0.899, -0.979], [-1.489, 0.776, -2.716], [-0.840, 3.831, -1.523], [-2.652, 2.672, -1.002], [-2.440, 2.937, -2.743], [0.510, 3.103, -1.672], [-0.966, 4.231, -0.515], [-0.927, 4.658, -2.237], [0.972, 2.897, -0.687], [1.207, 3.672, -2.297], [0.255, 1.359, 7.763], [0.867, 2.031, 6.901], [1.367, 3.146, 7.132], [0.956, 1.478, 5.568], [0.367, 0.228, 5.336], [0.369, -0.299, 4.033], [0.969, 0.426, 2.950], [0.948, -0.056, 1.744], [1.603, 1.679, 3.234], [1.601, 2.190, 4.534], [2.397, 2.357, 2.210], [2.629, 3.577, 2.383], [2.818, 1.715, 1.230], [-0.225, -1.553, 3.850], [-0.823, -2.145, 4.745], [-0.124, -2.111, 2.657], [-0.075, -0.359, 6.140], [2.117, 3.122, 4.772]], "relative_energy_ev": 0.000, "lumo_energy_ev": [0.466, 0.468], "charge": -1, "e_homo_ev": [-3.35, -3.36]}

---

# 6
{"formula": "C2HBr3S", "method": "ωB97M-V/def2-TZVPD", "species": ["Br", "C", "C", "Br", "S", "Br", "H"], "xyz": [[2.388, 1.375, -0.665], [1.006, 0.074, -0.192], [-0.197, 0.364, 0.229], [-1.143, 1.931, 0.452], [-1.312, -1.374, 0.968], [-2.351, -1.529, -0.834], [1.610, -0.841, 0.042]], "relative_energy_ev": 0.000, "lumo_energy_ev": -0.769, "charge": 0, "e_homo_ev": -9.22}

---

# 7
{"formula": "C8H10N2O", "method": "ωB97M-V/def2-TZVPD", "species": ["C", "C", "C", "C", "C", "C", "C", "C", "N", "N", "O", "H", "H", "H", "H", "H", "H", "H", "H", "H", "H"], "xyz": [[3.469, 0.849, -1.008], [2.201, 0.336, -0.725], [-1.183, -0.497, 0.131], [-0.378, -1.453, -0.054], [-0.702, -2.825, -0.506], [-0.673, 1.592, -0.727], [-0.728, 1.148, 1.826], [-1.375, 0.820, 0.448], [4.410, 1.464, -1.322], [1.032, -1.424, 0.394], [1.939, -0.725, -0.145], [-1.032, -2.878, -1.597], [0.196, -3.441, -0.573], [-1.671, -3.023, 0.086], [-0.804, 1.138, -1.724], [0.439, 1.471, -0.410], [-0.856, 2.604, -0.896], [-0.420, 2.218, 1.670], [0.089, 0.497, 2.076], [-1.449, 0.976, 2.585], [-2.504, 1.152, 0.469]], "relative_energy_ev": 11.999, "lumo_energy_ev": [-0.830, -1.843], "charge": 0, "e_homo_ev": [-8.88, -8.46]}

---

# 8
{"formula": "C5H8O", "method": "ωB97M-V/def2-TZVPD", "species": ["O", "C", "C", "C", "C", "H", "H", "H", "H", "C", "H", "H", "H", "H"], "xyz": [[2.401, -1.080, 0.159], [1.567, -0.256, 0.453], [1.146, 0.866, -0.431], [-0.274, 1.375, -0.363], [0.603, 2.127, 0.198], [1.047, -0.279, 1.438], [1.694, 0.905, -1.374], [-1.281, 1.160, -0.677], [0.874, 3.028, 0.716], [-1.575, -1.587, -0.030], [-1.991, -2.497, 0.404], [-2.285, -1.175, -0.754], [-0.632, -1.822, -0.531], [-1.400, -0.859, 0.766]], "relative_energy_ev": 3.100, "lumo_energy_ev": 0.921, "charge": 0, "e_homo_ev": -9.51}

---

# 9
{"formula": "C23H27BBrF4N5O2Pd", "method": "ωB97M-V/def2-TZVPD", "species": ["Pd", "O", "C", "C", "C", "C", "C", "C", "C", "O", "N", "N", "C", "C", "Br", "C", "C", "C", "C", "C", "C", "C", "H", "H", "H", "H", "H", "H", "H", "H", "H", "H", "H", "H", "H", "H", "F", "B", "F", "F", "F", "C", "C", "N", "C", "N", "C", "C", "C", "N", "C", "H", "H", "H", "H", "H", "H", "H", "H", "H", "H", "H", "H", "H"], "xyz": [[0.102, -0.622, -0.239], [-3.396, -3.172, 1.567], [-3.965, -2.166, 2.309], [-5.065, -2.511, 3.078], [-5.700, -1.577, 3.881], [-5.259, -0.262, 3.929], [-4.171, 0.093, 3.166], [-3.513, -0.852, 2.373], [-2.270, -0.356, 1.599], [-1.835, -1.110, 0.614], [-1.210, -0.060, 2.603], [-0.058, -0.441, 2.352], [1.004, 0.014, 3.096], [2.264, -0.347, 2.748], [2.515, -1.586, 1.361], [3.333, 0.321, 3.442], [4.704, 0.266, 3.366], [5.395, 1.267, 4.135], [6.757, 1.352, 4.105], [7.475, 0.427, 3.337], [6.834, -0.587, 2.599], [5.474, -0.674, 2.601], [-2.794, -2.791, 0.910], [-5.404, -3.539, 3.032], [-6.566, -1.875, 4.460], [-5.771, 0.479, 4.529], [-3.845, 1.135, 3.160], [-2.516, 0.675, 1.253], [-1.420, 0.596, 3.367], [0.862, 0.715, 3.918], [2.961, 1.060, 4.149], [4.819, 1.971, 4.727], [7.273, 2.116, 4.669], [8.558, 0.486, 3.319], [7.423, -1.298, 2.035], [4.992, -1.463, 2.049], [0.279, 1.205, -1.757], [0.594, 1.925, -0.562], [-0.501, 1.588, 0.363], [0.806, 3.240, -0.712], [1.707, 1.208, 0.037], [0.206, -5.995, 0.541], [-0.576, -4.952, 1.309], [-0.381, -3.653, 0.650], [-0.168, -3.502, -0.674], [-0.010, -2.287, -1.198], [0.134, -2.045, -2.642], [-0.511, -3.176, -3.408], [0.036, -4.494, -2.912], [-0.131, -4.593, -1.452], [-0.261, -5.957, -0.895], [0.058, -6.988, 0.960], [1.273, -5.758, 0.589], [-0.229, -4.863, 2.337], [-1.636, -5.206, 1.330], [-0.602, -2.816, 1.155], [1.184, -1.944, -2.912], [-0.355, -1.104, -2.883], [-0.300, -3.056, -4.467], [-1.592, -3.150, -3.270], [1.089, -4.614, -3.177], [-0.515, -5.323, -3.352], [0.332, -6.619, -1.522], [-1.304, -6.278, -0.966]], "relative_energy_ev": 1.463, "lumo_energy_ev": -9.577, "charge": 2, "e_homo_ev": -13.37}

---

# 10
{"formula": "C4H10OS", "method": "ωB97M-V/def2-TZVPD", "species": ["C", "C", "O", "H", "H", "H", "H", "C", "S", "C", "H", "H", "H", "H", "H", "H"], "xyz": [[-1.510, -3.164, 0.635], [-1.834, -2.030, -0.006], [-2.929, -1.730, -0.743], [-0.527, -3.038, 1.062], [-2.156, -4.020, 0.738], [-1.046, -1.300, -0.142], [-3.661, -2.287, -0.474], [1.469, 2.962, -1.045], [1.542, 2.775, 0.732], [1.566, 0.954, 0.882], [2.376, 2.527, -1.469], [1.450, 4.008, -1.323], [0.597, 2.467, -1.473], [1.128, 0.677, 1.832], [0.952, 0.593, 0.056], [2.582, 0.605, 0.738]], "relative_energy_ev": 1.261, "lumo_energy_ev": 0.834, "charge": 0, "e_homo_ev": -8.46}

---

# 11
{"formula": "C4H4N2OS", "method": "ωB97M-V/def2-TZVPD", "species": ["C", "C", "C", "C", "H", "H", "H", "H", "N", "N", "O", "S"], "xyz": [[2.291, -0.695, -0.005], [0.983, -0.284, 0.360], [0.657, 1.146, 0.268], [-0.988, -0.140, -0.031], [4.299, -0.265, -0.096], [2.259, -1.761, -0.262], [1.257, 2.054, 0.679], [-3.068, -1.465, 0.922], [-0.619, 1.238, 0.065], [-0.181, -1.108, 0.266], [3.346, 0.183, -0.393], [-2.723, -0.068, -0.248]], "relative_energy_ev": 4.598, "lumo_energy_ev": -0.807, "charge": 0, "e_homo_ev": -8.70}

---

# 12
{"formula": "C19H48ClNO4", "method": "ωB97M-V/def2-TZVPD", "species": ["C", "C", "C", "C", "N", "C", "C", "C", "C", "C", "C", "C", "H", "H", "H", "H", "H", "H", "H", "H", "H", "H", "H", "H", "H", "H", "H", "H", "H", "H", "H", "H", "H", "H", "H", "H", "Cl", "C", "C", "O", "H", "H", "H", "H", "H", "H", "C", "C", "O", "H", "H", "H", "H", "H", "H", "C", "C", "O", "H", "H", "H", "H", "H", "H", "C", "C", "O", "H", "H", "H", "H", "H", "H"], "xyz": [[27.765, -23.880, -17.765], [26.615, -24.313, -16.876], [25.585, -23.261, -16.693], [24.556, -23.417, -15.524], [23.527, -22.474, -15.456], [22.491, -22.531, -16.505], [21.881, -21.089, -16.832], [22.720, -20.145, -15.959], [23.940, -20.984, -15.676], [22.729, -22.519, -14.109], [23.404, -21.848, -12.863], [22.748, -22.240, -11.594], [27.404, -23.934, -18.780], [28.491, -24.610, -17.513], [27.985, -22.874, -17.538], [27.100, -24.511, -15.933], [26.221, -25.124, -17.267], [25.324, -23.075, -17.794], [26.037, -22.261, -16.386], [24.995, -23.489, -14.613], [24.048, -24.507, -15.759], [21.707, -23.209, -16.390], [23.085, -22.970, -17.410], [20.772, -21.209, -16.766], [22.184, -20.997, -17.892], [22.162, -19.958, -15.021], [22.782, -19.110, -16.278], [24.392, -20.626, -14.802], [24.788, -20.759, -16.493], [22.567, -23.618, -14.119], [21.778, -21.980, -14.268], [23.425, -20.841, -12.797], [24.313, -22.471, -12.811], [22.309, -23.204, -11.407], [21.852, -21.781, -11.568], [23.411, -22.102, -10.714], [20.673, -25.724, -15.661], [23.767, -25.953, -19.924], [22.612, -25.688, -18.971], [23.051, -26.009, -17.606], [23.455, -26.944, -19.989], [24.725, -25.776, -19.779], [23.659, -25.661, -21.011], [21.598, -26.097, -19.267], [22.379, -24.781, -18.909], [22.215, -26.073, -16.983], [17.340, -28.226, -19.048], [18.498, -27.226, -18.739], [19.496, -27.843, -17.816], [17.539, -28.970, -19.738], [16.415, -27.645, -19.494], [16.918, -28.715, -18.137], [18.077, -26.384, -18.316], [19.053, -26.996, -19.669], [20.285, -27.237, -17.361], [19.277, -22.745, -19.345], [19.045, -23.819, -18.342], [19.095, -23.339, -17.022], [19.354, -23.248, -20.210], [20.241, -22.400, -19.179], [18.495, -21.819, -19.456], [19.713, -24.738, -18.484], [18.018, -24.185, -18.646], [19.557, -23.915, -16.467], [24.876, -27.451, -12.733], [24.054, -26.640, -13.777], [22.693, -26.916, -13.612], [24.984, -28.453, -13.052], [24.468, -27.426, -11.718], [25.761, -26.746, -12.582], [24.092, -26.936, -14.764], [24.098, -25.535, -13.671], [22.055, -26.655, -14.465]], "relative_energy_ev": 0.366, "lumo_energy_ev": 0.024, "charge": 0, "e_homo_ev": -8.72}

---

no.,energy (eV)
1,-41899.864
2,-8809.357
3,-47006.994
4,-30545.339
5,-49702.379
6,-223050.602
7,-13474.334
8,-7359.155
9,-120890.298
10,-17191.565
11,-20071.132
12,-42675.496